--- a ---
Here is 2 unconnected molecules or ions with the total composition C10H11FO from the Open Molecules 2025 dataset. Energies are from the ωB97M-V functional and the def2-TZVPD basis.

Positions of all 23 atoms, in Å:
C1 -2.87832 1.91817 -1.17648
C2 -3.29018 0.65130 -0.78369
C3 -1.61740 2.30633 -0.80754
C4 -2.38586 -0.30477 -0.38281
C5 -0.71989 1.50690 -0.28789
C6 -1.02467 0.07900 -0.08204
C7 0.05472 -0.74093 0.28138
C8 3.78540 -0.46233 -0.05417
C9 3.26962 0.66895 0.20744
C10 0.91443 -2.67991 1.34962
O1 -0.14548 -2.09516 0.51589
F1 4.60613 -0.93709 -1.01704
H1 -3.55544 2.61036 -1.64834
H2 -4.33095 0.14606 -0.86090
H3 -1.31757 3.39345 -0.78738
H4 -2.65991 -1.35654 -0.34523
H5 0.31665 1.88289 -0.08175
H6 3.76559 1.52813 -0.30487
H7 2.69801 0.97628 1.01219
H8 0.99692 -0.31596 0.50004
H9 0.49954 -2.85631 2.36651
H10 1.95041 -2.25672 1.39277
H11 1.06822 -3.66208 0.99427

- molecular weight (Da) = 166.195
- spin multiplicity = 1
- Kohn-Sham gap (alpha / beta) (eV) = 9.07 / 5.62


--- b ---
Here is 2 unconnected molecules or ions with the total composition C10H11FO from the Open Molecules 2025 dataset. Energies are from the ωB97M-V functional and the def2-TZVPD basis.

Positions of all 23 atoms, in Å:
C1 -0.10418 -2.86163 -0.09341
C2 1.08683 -2.12686 -0.37288
C3 -1.37034 -2.27365 -0.24355
C4 1.06607 -0.74019 -0.57543
C5 -1.40964 -0.88977 -0.35877
C6 -0.23370 -0.07745 -0.50400
C7 0.48727 0.77132 2.82027
C8 0.07188 1.62205 1.93896
C9 0.85442 1.92145 -1.45781
C10 -0.40494 1.24213 -1.00551
O1 -1.52033 1.82455 -1.38561
F1 -0.36188 2.87626 2.03648
H1 -0.12996 -3.95197 0.07706
H2 2.07077 -2.57494 -0.11519
H3 -2.33636 -2.74220 -0.13671
H4 2.00259 -0.14123 -0.78764
H5 -2.32929 -0.38864 -0.42288
H6 0.66279 0.96369 3.86453
H7 0.80067 -0.18202 2.44440
H8 0.56416 2.97964 -1.79997
H9 1.32907 1.44007 -2.33552
H10 1.50326 1.93392 -0.53054
H11 -2.29916 1.37546 -1.05628

- molecular weight (Da) = 166.195
- spin multiplicity = 1
- Kohn-Sham gap (alpha / beta) (eV) = 6.17 / 8.72


Stability summary: most stable b, least stable a.


--- a ---
Here is 2 unconnected molecules or ions with the total composition C2H3NS from the Open Molecules 2025 dataset. Energies are from the ωB97M-V functional and the def2-TZVPD basis.

Positions of all 7 atoms, in Å:
C1 1.35361 0.27367 -0.34662
C2 1.85760 0.25007 0.74089
N1 -1.69154 -0.21057 -0.43268
S1 -2.65942 0.08327 0.71621
H1 0.72112 0.22787 -1.17860
H2 2.48620 0.34991 1.53934
H3 -2.06758 -0.97422 -1.03854

- molecular weight (Da) = 73.120
- structure (SMILES) = C#C.N=S
- spin multiplicity = 1
- Kohn-Sham gap (alpha / beta) (eV) = 7.41 / 7.42


--- b ---
Here is a single C2H3NS molecule from the Open Molecules 2025 dataset. Energies are from the ωB97M-V functional and the def2-TZVPD basis.

Positions of all 7 atoms, in Å:
C1 1.05775 -0.20313 0.92577
C2 -0.17092 -0.87334 0.71618
N1 2.06858 0.33088 1.07272
S1 -1.33558 0.58838 0.15574
H1 -0.50909 -1.44433 1.52553
H2 -0.32154 -1.51867 -0.13033
H3 -0.25248 1.29798 0.43853

- molecular weight (Da) = 73.120
- structure (SMILES) = N#CCS
- spin multiplicity = 1
- Kohn-Sham gap (eV) = 10.29


--- c ---
Here is a single C2H3NS molecule from the Open Molecules 2025 dataset. Energies are from the ωB97M-V functional and the def2-TZVPD basis.

Positions of all 7 atoms, in Å:
C1 0.27904 0.25450 0.11993
C2 1.43124 -0.43280 -0.26168
N1 0.02428 1.50236 -0.12527
S1 2.93695 0.13019 0.07222
H1 -0.31945 -0.62032 0.74871
H2 1.31399 -1.53248 -0.49982
H3 -0.86316 1.89766 0.18983

- molecular weight (Da) = 73.120
- structure (SMILES) = [H]/N=C/C=S
- spin multiplicity = 1
- Kohn-Sham gap (eV) = 7.91


Stability summary: most stable b, least stable a.


--- a ---
Here is a molecular structure, C36H55N9 from the Open Molecules 2025 dataset. Energies are from the ωB97M-V functional and the def2-TZVPD basis.

Positions of all 100 atoms, in Å:
C1 3.34744 -19.84631 9.15271
C2 4.83887 -19.56999 8.73187
C3 4.99866 -18.76935 7.47840
C4 3.80361 -18.72033 6.57048
N1 2.86635 -18.69522 5.90202
H1 3.32799 -20.67455 9.86106
H2 2.64840 -20.09997 8.35578
H3 3.05121 -18.99681 9.76811
H4 5.18462 -20.57415 8.48649
H5 5.59708 -19.40777 9.49796
H6 5.81182 -19.01698 6.79610
H7 5.24740 -17.74979 7.77289
C5 4.79493 -20.48502 11.39517
C6 5.11931 -21.53427 10.39331
C7 6.44229 -21.28764 9.80958
C8 7.57876 -21.31337 10.78319
N2 8.41546 -21.37789 11.57939
H8 5.33867 -20.67734 12.32008
H9 3.73463 -20.37542 11.62288
H10 5.10541 -19.50251 11.03968
H11 4.38654 -21.69855 9.60326
H12 5.21383 -22.49899 10.89178
H13 6.47848 -20.28488 9.38384
H14 6.71581 -22.06387 9.09491
C9 3.47070 -21.98760 6.22707
C10 4.51439 -23.08236 5.84237
C11 5.42833 -23.37757 7.01793
C12 6.05925 -22.15999 7.49348
N3 6.54600 -21.22749 7.95354
H15 2.54994 -21.95096 5.64488
H16 3.96166 -21.02309 6.09755
H17 3.13424 -22.12868 7.25418
H18 5.04171 -22.77661 4.93874
H19 4.05577 -24.00805 5.49469
H20 6.20619 -24.00153 6.57779
H21 4.93638 -23.80555 7.89138
C13 9.55236 -22.04541 9.15764
C14 8.43845 -21.90708 8.16404
C15 8.63974 -22.64064 6.79026
C16 8.70964 -24.05271 6.86777
N4 8.74819 -25.19565 6.92604
H22 9.26100 -21.76184 10.16897
H23 10.45774 -21.48281 8.92987
H24 9.78272 -23.10702 9.24724
H25 8.30807 -20.83872 7.99170
H26 7.49030 -22.25148 8.57695
H27 9.57040 -22.36815 6.29255
H28 7.78560 -22.40117 6.15685
C17 8.89033 -21.93487 13.30338
C18 9.52246 -22.53739 12.03672
C19 10.14869 -23.94090 12.21594
C20 11.19428 -24.05577 13.32368
N5 11.96039 -24.13133 14.10908
H29 9.56952 -22.08554 14.14248
H30 7.99366 -22.53837 13.44436
H31 8.61255 -20.88142 13.26876
H32 10.34060 -21.84432 11.84079
H33 8.91362 -22.45087 11.13676
H34 10.63997 -24.17631 11.27185
H35 9.45074 -24.75759 12.40024
N6 5.94562 -18.50637 14.93309
C21 7.17372 -17.87769 14.66321
C22 7.80875 -18.45891 13.58779
C23 6.93589 -19.39460 13.08656
C24 5.78708 -19.37912 13.89043
H36 5.25628 -18.40113 15.66373
H37 7.52283 -17.07665 15.29792
H38 8.75228 -18.16144 13.15458
H39 7.09300 -20.03156 12.22865
H40 4.88187 -19.93404 13.69281
N7 5.45207 -17.90917 12.28807
C25 5.63232 -17.26726 11.10574
C26 4.48489 -17.41677 10.34521
C27 3.61408 -18.19372 11.06370
C28 4.18847 -18.46750 12.32992
H41 6.14609 -18.03048 13.01175
H42 6.55162 -16.75033 10.87322
H43 4.36836 -17.05746 9.33342
H44 2.62055 -18.48865 10.75988
H45 3.97103 -19.06403 13.20357
N8 4.95451 -22.72626 14.33393
C29 6.17968 -22.89178 13.77864
C30 6.02918 -23.42447 12.52083
C31 4.70112 -23.75762 12.34955
C32 4.01160 -23.21456 13.45339
H46 4.75640 -22.30609 15.23077
H47 7.06334 -22.56454 14.30632
H48 6.84839 -23.51360 11.82272
H49 4.19847 -24.20357 11.50406
H50 2.98150 -23.08955 13.75281
N9 8.47992 -18.94562 10.35876
C33 8.06704 -19.83858 9.37076
C34 7.11271 -19.18552 8.58816
C35 6.85235 -17.94678 9.19077
C36 7.72783 -17.79596 10.29606
H51 9.20206 -19.08781 11.05042
H52 8.54119 -20.80798 9.32778
H53 6.73267 -19.62694 7.67871
H54 6.19507 -17.16162 8.84741
H55 7.81844 -16.94867 10.95960

- molecular weight (Da) = 613.899
- spin multiplicity = 1
- Kohn-Sham gap (eV) = 6.75


--- b ---
Here is 9 unconnected molecules or ions with the total composition C36H55N9 from the Open Molecules 2025 dataset. Energies are from the ωB97M-V functional and the def2-TZVPD basis.

Positions of all 100 atoms, in Å:
C1 4.04970 -3.62080 -1.77464
C2 2.80261 -4.32478 -1.15459
C3 3.10440 -5.71453 -0.58643
C4 3.17351 -6.71320 -1.64534
N1 3.22398 -7.46570 -2.51229
H1 4.77127 -3.80921 -0.97066
H2 3.88045 -2.55331 -1.82869
H3 4.47431 -4.05865 -2.67404
H4 1.95942 -4.44023 -1.84036
H5 2.48299 -3.58685 -0.41749
H6 2.32950 -5.90895 0.15410
H7 4.07727 -5.68676 -0.08999
C5 -4.32884 1.24372 -4.93046
C6 -4.08953 2.57203 -4.21901
C7 -2.95160 2.52299 -3.19469
C8 -3.32165 1.84514 -1.93772
N2 -3.55549 1.34085 -0.93408
H8 -3.55699 1.06610 -5.68527
H9 -5.23736 1.32689 -5.52539
H10 -4.30861 0.41449 -4.22541
H11 -5.00750 2.88106 -3.71561
H12 -3.91326 3.34211 -4.97104
H13 -2.55344 3.45067 -2.77704
H14 -2.15401 1.83926 -3.50611
C9 -2.66632 1.02810 3.80265
C10 -2.52977 2.46137 4.25060
C11 -1.34976 2.69961 5.19997
C12 -0.04961 2.60392 4.51112
N3 0.96880 2.52903 3.98623
H15 -1.85049 0.79567 3.10199
H16 -3.53039 0.85353 3.15729
H17 -2.65546 0.26325 4.57712
H18 -3.44764 2.69252 4.80352
H19 -2.48505 3.19802 3.44753
H20 -1.38007 1.90792 5.95185
H21 -1.45520 3.65769 5.70354
C13 0.00980 -1.59247 1.38737
C14 -1.14298 -0.95307 0.61669
C15 -0.65750 0.10928 -0.42191
C16 0.51929 -0.34102 -1.16593
N4 1.41287 -0.69291 -1.78533
H22 0.51342 -0.84256 2.00236
H23 0.77535 -1.99402 0.72241
H24 -0.35858 -2.38441 2.03863
H25 -1.85829 -0.52477 1.31467
H26 -1.66756 -1.67411 -0.01238
H27 -0.41239 1.02883 0.11224
H28 -1.50255 0.31332 -1.07328
C17 3.13040 -1.40401 4.35703
C18 2.57626 -0.47887 5.43896
C19 3.08473 -0.87497 6.82169
C20 2.43671 -2.08101 7.36816
N5 1.95061 -3.00712 7.84047
H29 2.74561 -2.41921 4.49688
H30 4.21357 -1.45502 4.25776
H31 2.73464 -1.12930 3.37594
H32 1.48726 -0.49777 5.42154
H33 2.90554 0.53374 5.20577
H34 3.00376 -0.08662 7.57286
H35 4.16554 -1.02243 6.75152
N6 -0.91867 6.26759 0.39265
C21 -0.56064 4.96004 0.13567
C22 -1.66086 4.24340 0.53016
C23 -2.70216 5.05944 1.00207
C24 -2.18043 6.35162 0.88980
H36 -0.34117 7.06948 0.21304
H37 0.31294 4.69249 -0.42867
H38 -1.71986 3.18018 0.32433
H39 -3.70429 4.81827 1.30336
H40 -2.62015 7.29141 1.17936
N7 3.90207 -0.52878 -3.84774
C25 3.66373 -0.11369 -5.12138
C26 4.84907 -0.30897 -5.83375
C27 5.74662 -0.93248 -4.96810
C28 5.16198 -1.03167 -3.72102
H41 3.23674 -0.50746 -3.09234
H42 2.69005 0.28649 -5.34755
H43 5.03512 -0.11387 -6.87677
H44 6.73422 -1.23457 -5.28116
H45 5.59964 -1.35631 -2.79516
N8 -5.11335 -5.58639 2.80307
C29 -5.14135 -5.62052 1.42144
C30 -4.20341 -4.72723 0.97977
C31 -3.65638 -4.06562 2.10512
C32 -4.19414 -4.66479 3.21738
H46 -5.53709 -6.30489 3.35791
H47 -5.83232 -6.30756 0.96375
H48 -3.98428 -4.59398 -0.06799
H49 -2.86251 -3.34067 2.04231
H50 -4.01132 -4.57472 4.27551
N9 1.68053 4.45201 -4.42519
C33 1.96432 3.38426 -3.60395
C34 1.03656 2.38962 -3.84545
C35 0.24242 2.82897 -4.91881
C36 0.62477 4.12667 -5.20072
H51 2.14423 5.33633 -4.49174
H52 2.79242 3.42220 -2.91431
H53 0.95254 1.44693 -3.33240
H54 -0.55966 2.26272 -5.36547
H55 0.14839 4.86159 -5.83231

- molecular weight (Da) = 613.899
- structure (SMILES) = c1cc[nH]c1.c1cc[nH]c1.c1cc[nH]c1.c1cc[nH]c1.CCCC#N.CCCC#N.CCCC#N.CCCC#N.CCCC#N
- spin multiplicity = 1
- Kohn-Sham gap (eV) = 8.07


Stability summary: most stable b, least stable a.